Computed, not measured: the ion CH8N5 with charge +1 in a non-equilibrium geometry, with ωB97M-V with the def2-TZVPD basis set.

Last column: Mulliken charge in e.
Cartesian coordinates (Å):
N  -2.099256  0.314748  -0.620514  -0.5453
N  -1.383526  -0.436997  0.313079  -0.1493
N  -0.180875  0.338008  0.654137  -0.2152
C  1.009367  -0.062501  0.139262  0.6073
N  1.049601  -1.325416  -0.082031  -0.3162
N  1.922181  0.747784  -0.366068  -0.3582
H  -2.953941  -0.189876  -0.951908  0.2838
H  -2.354185  1.224251  -0.204322  0.2339
H  -1.778719  -0.593365  1.261298  0.2460
H  -0.321252  1.400292  0.832699  0.2976
H  0.679393  -2.028552  0.558536  0.2703
H  1.844431  -1.642621  -0.541752  0.1995
H  2.814093  0.484743  -0.437222  0.1970
H  1.752691  1.769503  -0.555200  0.2488

Cartesian forces (eV/Å) of the 6 atoms listed first:
-1.146 0.611 -0.139
1.923 0.127 1.905
-0.620 2.482 0.089
-3.035 1.691 -0.585
0.682 -3.048 0.933
-3.711 3.616 0.438

## Properties
- orbital gap (eV) = 10.522
- SMILES = NNNC(N)=[NH2+]
- total charge = +1
- M (g/mol) = 90.110

---

Computed, not measured: a cluster of 3 separate species, CH8N5 in total in a non-equilibrium geometry, with ωB97M-V with the def2-TZVPD basis set.

Last column: Mulliken charge in e.
Cartesian coordinates (Å):
C  -2.693994  -1.469132  0.156629  0.0596
N  -1.476616  -1.385374  0.329591  -0.4264
N  0.304965  0.263784  -0.247628  -0.1630
N  -3.323854  -0.780295  -0.784193  -0.4645
N  1.066382  -0.061981  0.585919  -0.1406
N  3.174743  1.406389  0.027739  -0.5256
H  -3.253144  -2.162442  0.743848  0.3356
H  -2.767903  0.040535  -1.130883  0.2413
H  -4.354407  -0.481907  -0.784282  0.2791
H  0.989916  -1.059391  1.020457  0.3013
H  2.350377  0.849720  0.552910  0.4415
H  2.827683  1.588918  -0.880653  0.3573
H  3.996461  0.887356  0.039774  0.3355
H  3.159390  2.363820  0.370771  0.3691

Cartesian forces (eV/Å) of the 6 atoms listed first:
-0.852 -0.311 0.301
2.626 -0.366 1.018
0.122 0.045 0.319
-2.525 3.850 -2.524
-0.287 -1.412 0.162
-3.321 1.249 1.376

## Properties
- orbital gap (alpha / beta) (eV) = 8.411 / 8.735
- total charge = +1
- M (g/mol) = 90.110

---

Computed, not measured: a cluster of 2 separate species, CH8N5 in total in a non-equilibrium geometry, with ωB97M-V with the def2-TZVPD basis set.

Last column: Mulliken charge in e.
Cartesian coordinates (Å):
C  -1.421389  0.717577  0.577266  0.4617
N  -1.081679  -0.644112  0.390367  0.4732
N  -2.565607  0.958480  0.014822  -0.5905
N  -0.602801  1.376728  1.347820  -0.3285
N  1.671424  -0.598806  -1.070925  -0.5062
N  -0.000777  -1.215483  0.697082  -0.6666
H  -1.848457  -1.108690  -0.102732  0.3591
H  1.532172  -0.018313  -1.844108  0.2112
H  -2.988719  1.896099  0.111706  0.2766
H  -0.924210  1.960448  2.115803  0.2713
H  0.192279  0.732121  1.492188  0.2916
H  2.419083  -1.197303  -1.292294  0.2174
H  1.633391  -0.237449  -0.167367  0.2464
H  -0.028251  -2.208151  0.526632  0.2832

Cartesian forces (eV/Å) of the 6 atoms listed first:
-4.424 1.206 -1.263
1.434 -2.866 -0.591
1.411 -0.499 0.699
2.603 -0.195 1.118
-1.055 -1.608 -0.424
-2.018 2.445 0.207

## Properties
- orbital gap (alpha / beta) (eV) = 7.566 / 7.567
- total charge = +1
- M (g/mol) = 90.110

---

Here are the calculated energy numbers, same order: -316.382153 -316.283620 -316.335541 (Eh).
Here are the calculated ΔE to the lowest compared entry with this formula, charge and spin numbers, same order: 52.8 114.6 82.0 (kcal per mole).